Entry from the Open Molecules 2025 dataset: the molecule C6H8N2O at a distorted geometry (wB97M-V/def2-TZVPD).

Each atom is followed by the atoms it is bonded to, with distances in Å.
CARTESIAN COORDINATES (ANGSTROEM)
1 C -0.7799 2.6033 -0.9051  C2 1.555, H10 1.208, H11 1.253, H12 1.070
2 C -0.4252 1.1241 -0.5833  C1 1.555, N3 1.441, C6 1.451
3 N 0.6420 1.0785 0.3835  C2 1.441, N4 1.212
4 N 0.9075 -0.0943 0.5362  N3 1.212, C5 1.381, C9 1.541
5 C 0.0887 -1.0271 -0.0695  N4 1.381, C6 1.436, C8 1.546
6 C -0.8186 -0.2444 -0.8602  C2 1.451, C5 1.436, O7 1.314
7 O -1.9680 -0.6988 -1.3062  C6 1.314, H13 1.113
8 C 0.7416 -2.2192 0.6678  C5 1.546, C9 1.480, H14 1.263, H15 1.245
9 C 1.4668 -1.1976 1.4549  N4 1.541, C8 1.480, H16 1.180, H17 1.280
10 H -1.9697 2.5867 -1.1124  C1 1.208
11 H -0.2730 3.4074 -0.0890  C1 1.253
12 H -0.3921 2.6993 -1.8974  C1 1.070
13 H -2.6744 0.1193 -1.5717  O7 1.113
14 H 0.1522 -3.2338 1.1359  C8 1.263
15 H 1.6664 -2.6993 -0.0137  C8 1.245
16 H 2.6370 -1.2289 1.6052  C9 1.180
17 H 0.9986 -0.9752 2.6249  C9 1.280

Output
Frontier orbital gap in eV: 8.6
Highest occupied orbital energy in hartree: -0.29842
Multiplicity: 1
Max |F| in eV/A: 8.4
Charge: 0
SMILES: Cc1nn2c(c1O)CC2